Molecular formula: C21H23Cl3FN3O3RuSi
Method: DFT, wB97M-V/def2-TZVPD

The value obtained for the molecular weight is 619.946 g/mol. The spin multiplicity is 2. As for the HOMO energy (spin up / spin down): -9.606 / -9.651 eV. The electronic energy comes out at -83504.516 eV. The value obtained for the HOMO-LUMO gap (spin up / spin down) is 6.159 / 6.204 eV. Its net charge is +1. For the strongest force on any atom, the calculation gives 3.49 eV/Å. The calculation puts the energy relative to the best compared isomer or geometry (same formula, charge and spin) at 181.07 kJ/mol.

Geometry as XYZ:
```
56
Properties=species:S:1:pos:R:3:forces:R:3:lowdin_spin:R:1
C -4.1705 0.5411 2.2737 -0.0572 0.0492 -0.1382 0.000
Cl 4.6438 -4.1380 2.3989 0.2438 0.0684 0.2399 -0.001
H 6.7207 -1.0586 2.9012 -0.0228 -0.0250 -0.0273 -0.001
O 2.6331 -0.0649 0.6818 -0.1310 -0.4083 -0.0961 0.031
H -1.8452 1.8021 -3.1112 0.0001 -0.0065 -0.0251 0.000
C -0.5598 -0.0894 -1.0078 0.0282 -0.0105 -0.0402 0.000
C -2.3360 0.0660 0.6409 -0.1038 0.0608 0.0165 0.000
Si 5.0004 -3.0096 0.7301 -0.8928 0.8672 -0.9081 0.021
C 5.9146 1.3711 0.7734 0.0483 -0.0120 -0.2433 0.021
C 1.8350 -0.1313 -0.2824 -0.1596 0.1075 0.1860 0.002
C -1.3540 0.0069 1.6377 0.0089 -0.0307 0.0689 0.000
H -4.0221 -0.2522 3.0092 -0.0505 -0.0218 -0.0030 0.000
C 2.1822 -0.2591 -1.6476 0.0464 -0.1653 -0.0846 0.001
H 1.4755 -0.4288 -3.6114 -0.0041 0.0227 0.0123 0.000
C 5.1424 0.4814 2.7266 -0.4900 -0.3508 0.1079 -0.007
C -1.0710 -0.1993 -3.4488 0.0378 0.0830 0.0218 0.000
H 0.7075 -0.0609 2.1341 0.0084 -0.0314 -0.0389 0.000
H 4.5884 0.3509 3.6417 -0.0701 -0.0656 -0.0431 -0.001
C 0.4001 -0.0861 0.0119 0.0529 0.1472 -0.0630 0.002
H -2.0949 1.1791 -4.7530 0.0074 -0.0015 0.0212 0.000
F -1.7310 -0.0175 2.9367 0.1159 -0.0104 0.0217 0.000
C 6.7320 0.2611 1.0966 0.1382 -0.7020 -0.6179 -0.011
H -1.9681 -0.7466 -3.1659 0.0081 -0.0731 0.0072 0.000
H -0.6018 -0.7626 -4.2514 0.0231 -0.0336 -0.0123 0.000
Cl 3.0742 -3.0092 -0.2460 0.1504 -0.4896 0.1539 0.087
Cl 6.1726 -4.1309 -0.5034 0.2471 -0.0047 0.1034 -0.005
H -4.2238 -1.1329 -0.6261 0.0402 -0.0059 -0.0226 0.000
H 6.0378 2.0070 -0.0881 -0.1096 -0.1221 -0.0962 0.001
H -0.4934 1.7203 -4.2426 -0.0265 0.0040 0.0035 0.000
C -1.3996 1.2107 -3.9137 0.0262 0.0216 0.0453 0.000
C 1.1873 -0.2982 -2.5744 -0.0899 -0.0723 -0.1119 0.002
C -4.6674 -0.6800 0.2534 0.0464 0.0054 0.1483 0.000
N -5.9599 1.3299 0.7969 0.0153 -0.1268 0.0413 0.000
H -3.6186 1.4168 2.6109 -0.0177 -0.0096 0.0269 0.000
H -6.8103 -0.3944 -0.0893 -0.0561 0.0441 0.0314 0.000
H 7.6172 -0.0485 0.5675 0.0281 0.0068 0.0068 0.000
H -6.2944 -0.0133 2.3659 -0.0412 -0.0200 -0.0241 0.000
O 4.5572 -0.1156 -1.3764 0.0250 -0.7829 -0.1404 0.009
C -1.9159 0.0357 -0.6742 -0.0492 -0.0173 -0.1725 0.000
H -5.2229 1.9890 0.5388 -0.0151 0.0400 -0.0357 0.000
H -5.9548 1.6315 2.9061 -0.0224 0.0645 -0.0390 0.000
H -2.6557 0.1349 -1.4569 0.0229 -0.0106 0.0260 0.000
H 4.1867 2.2718 1.8114 -0.0930 -0.1096 -0.1034 0.003
C -5.6711 0.8608 2.1952 0.0689 0.0146 0.0261 0.000
C -5.8800 0.1643 -0.1585 0.0198 -0.0137 -0.0188 0.000
Ru 4.6984 -0.6813 0.6160 1.1407 2.7951 1.7556 0.797
H -6.8583 1.8053 0.7267 -0.0238 -0.0234 0.0132 0.000
H -4.9796 -1.4988 0.9112 -0.0024 -0.0329 0.0055 0.000
C 3.5969 -0.3995 -2.1894 0.0496 0.0856 0.0827 0.001
O 3.7123 -0.6903 -3.3637 0.0791 0.1050 -0.0540 0.000
C 4.9440 1.5050 1.7648 -0.1775 0.0036 0.0292 0.053
H -5.7830 0.5724 -1.1619 0.0170 0.0566 0.0004 0.000
N -0.1344 -0.2115 -2.3172 -0.0519 0.0409 -0.0111 0.001
C 6.2618 -0.2628 2.3355 -0.0651 -0.8807 -0.1396 -0.006
N -3.7179 0.1941 0.9279 -0.0346 -0.0168 -0.0274 0.000
C -0.0266 -0.0372 1.3389 0.1136 -0.0068 0.1351 0.000
```
Forces are in eV/Å.

***

Molecular formula: C52H42Cl2N7ReS3Sb
Method: DFT, wB97M-V/def2-TZVPD

The value obtained for the molecular weight is 1240.031 g/mol. The spin multiplicity is 4. As for the HOMO energy (spin up / spin down): -5.562 / -6.423 eV. The electronic energy comes out at -131249.824 eV. The value obtained for the HOMO-LUMO gap (spin up / spin down) is 5.835 / 5.923 eV. For the strongest force on any atom, the calculation gives 2.17 eV/Å. The calculation puts the energy relative to the best compared isomer or geometry (same formula, charge and spin) at 387.86 kJ/mol.

Geometry as XYZ:
```
108
Properties=species:S:1:pos:R:3:forces:R:3:lowdin_spin:R:1
H -6.6764 0.6458 -0.0968 -0.0416 -0.0735 0.0439 -0.001
H -4.6671 -5.3277 0.2094 -0.0742 -0.0856 0.0367 0.000
H -3.9889 3.6790 -2.8991 0.0203 0.0673 -0.0270 0.001
H 2.5433 -2.8731 5.4971 0.1078 0.0372 0.0557 0.000
S 0.2411 1.3613 -4.3919 0.0602 -0.3794 0.6227 0.007
H -1.8343 -3.8777 3.4654 -0.1507 -0.0484 0.0441 0.000
H 2.0709 3.6388 2.5012 0.1004 -0.0463 -0.0301 0.000
C -2.9907 6.8455 -0.9200 -0.0671 0.1378 0.0128 -0.001
H 2.3833 -0.0449 -1.8667 0.1091 -0.0558 -0.1180 0.000
C 6.9547 3.2909 0.6984 0.1433 -0.1054 0.0192 0.000
H -0.6252 3.9812 -1.9269 0.0867 -0.0592 -0.0933 0.001
C 3.4618 -5.7725 0.3835 0.1150 -0.0063 0.0771 0.000
H -0.0846 6.3164 -2.5534 0.0664 -0.0224 -0.0289 -0.001
Cl 3.0899 -3.4752 -2.2459 0.0776 0.0254 -0.0022 0.001
H 5.0523 4.0821 1.2600 -0.0222 0.0584 -0.0242 0.000
H 3.6922 -7.4330 -0.9456 0.0757 -0.1022 -0.0210 0.000
H -6.0884 2.7348 -3.7722 -0.0163 0.0434 -0.0532 -0.001
C 2.9324 -0.9084 0.7968 0.4840 -0.8890 -0.6885 0.010
H -2.6063 -1.1549 1.7594 -0.2747 -0.0929 -0.0534 0.018
C 0.8561 -5.6542 -0.5141 -0.2731 -0.0042 0.0232 0.000
C -2.7432 -4.4263 0.4563 0.0423 -0.1723 0.0022 -0.002
C -1.8386 7.1254 -1.6361 0.0840 0.0816 -0.0602 0.022
C 2.4801 -1.7893 -0.2220 0.6116 0.2316 0.5288 0.004
C 5.5482 1.3915 -0.7381 -0.0928 0.1689 0.0638 0.000
C -1.3394 0.8067 -3.9581 0.0513 -0.1762 0.3396 0.001
C 4.8539 2.3628 -0.0148 0.4911 0.0257 0.1325 0.000
N 2.8511 3.3139 1.9517 0.2543 -0.1199 -0.0150 0.002
H 4.4828 -5.8075 0.7348 0.1016 -0.0007 0.0437 0.000
C 0.5298 -3.5058 5.8526 -0.0186 -0.0050 0.0697 0.001
C 1.7063 -6.6361 -0.9887 0.0043 -0.1036 -0.0477 0.000
S -4.6077 -1.4089 -1.1992 0.6797 0.0372 0.0524 0.001
C -0.8726 -3.6615 3.9086 -0.0015 -0.0376 -0.1222 0.001
C -3.2546 -1.2494 -0.1298 -0.2484 -0.1043 -0.4411 0.009
C 0.8506 0.6471 -2.9026 -0.3547 0.3951 -0.8179 0.009
C -4.0990 2.6468 -1.0209 -0.5759 -0.2434 -0.0633 0.025
C 1.2958 -4.7154 0.4090 -0.0926 0.3453 0.1047 0.000
C -1.6896 -3.6440 -1.5516 0.1746 0.0264 -0.0518 -0.002
H 4.9934 0.6528 -1.2980 -0.0624 -0.1313 -0.0302 0.000
H -2.1756 0.9973 -4.6001 -0.2041 0.0534 -0.0765 0.000
H -1.5291 -4.0816 5.8977 -0.0985 -0.0542 0.0913 0.000
H 7.4540 0.6150 -1.2914 0.0326 -0.0828 -0.0711 0.000
H -1.6053 8.1438 -1.9109 0.0259 0.0786 -0.0096 0.001
N -2.1670 -0.8065 -0.7100 0.3706 0.0363 0.4670 0.013
C -2.4408 4.4987 -0.9372 0.1625 0.3694 -0.1028 0.029
Sb 0.0380 -3.0069 0.8652 -0.5946 -0.7311 0.7205 0.021
C -1.3083 0.1586 -2.7597 0.1805 0.5194 -0.9372 0.003
H -3.6474 7.6492 -0.6197 -0.0725 0.0595 0.0104 0.000
C -3.8269 -4.8648 -0.2875 -0.1170 -0.0946 0.0611 0.000
C 5.5720 3.3095 0.7145 -0.0905 0.0409 0.0038 0.000
N -3.3248 -1.5894 1.1811 0.1794 0.3472 0.2947 0.015
C -5.7528 2.4771 -2.7767 -0.1439 -0.0504 -0.1039 -0.002
C -4.5778 3.0080 -2.2890 0.1368 0.0048 0.0884 0.040
C 3.5202 -2.5041 -0.8757 -0.1831 0.1677 -0.1821 0.005
C 6.9283 1.3741 -0.7319 0.0098 0.0370 -0.0937 0.000
S 1.0977 3.4481 0.0032 -0.0162 0.1689 0.0607 0.005
H -7.4361 1.2052 -2.3741 -0.0968 0.0033 -0.0272 0.003
N -0.0675 0.0975 -2.1888 -0.0825 -0.0869 0.9914 0.052
H -4.0915 -0.5809 -3.4319 0.0395 0.0776 -0.2560 0.000
H 4.5135 -0.1771 2.0322 0.0425 0.1384 0.1362 0.000
H -0.1661 -5.6251 -0.8660 0.0256 -0.0457 -0.0708 0.000
C -2.7646 -4.0956 -2.2956 -0.0386 -0.0653 -0.1263 0.000
H 2.9722 -4.0935 1.5975 0.0966 0.0535 0.0326 0.000
C -1.9488 2.2590 0.0305 0.1538 -0.1501 0.3122 0.092
C 5.1935 -1.6325 0.6111 -0.0976 -0.0320 0.0810 0.008
H 0.6640 -3.6060 6.9190 0.0030 -0.0079 0.0981 0.000
C -0.9854 6.0957 -1.9976 0.1177 0.1629 -0.0667 -0.002
C -3.8370 -4.7036 -1.6626 0.0155 -0.0904 -0.0417 -0.001
N 1.1930 -1.9222 -0.5368 -1.2610 0.8167 -0.6766 0.044
C 3.0189 -6.6856 -0.5545 0.0228 -0.0798 -0.0210 0.000
H 5.5748 -3.0310 -0.9676 0.0402 -0.0742 -0.0882 0.000
H 3.0734 2.0352 -0.9772 -0.0719 0.1427 0.0723 0.000
C -3.6496 -0.7447 -2.4709 0.1942 0.0085 0.4406 0.002
C -6.0730 1.2896 -0.7212 -0.2071 0.1074 -0.0373 -0.003
C 1.4080 -2.9689 3.6888 0.1154 0.0376 -0.1908 0.001
C 0.1875 -3.2755 3.1061 -0.2513 0.1233 -1.1680 0.007
C 4.8291 -2.4379 -0.4609 0.1376 0.0247 0.0649 0.002
H -4.2485 -1.6476 1.5775 0.0916 0.0153 0.1063 0.001
C -1.6755 -3.8168 -0.1761 0.4901 -0.0188 0.4827 -0.014
C -4.8713 1.7748 -0.2472 0.1035 0.2357 -0.0250 0.041
H 3.5699 2.7787 2.4131 -0.0117 0.0451 0.0641 0.000
C -2.8067 3.1305 -0.5773 0.1964 -0.0771 0.1027 0.283
H 8.7204 2.3250 -0.0484 0.0546 -0.0048 0.0555 0.000
C -0.6993 -3.7778 5.2779 -0.1411 -0.0389 0.1146 0.000
H -2.7342 -4.5597 1.5288 -0.0774 -0.0506 0.0757 0.000
C 7.6404 2.3277 -0.0225 0.1308 0.0127 0.0108 0.000
C 2.5478 3.0315 0.6592 -0.2570 0.3803 -0.1971 0.002
H -4.5148 1.5071 0.7376 0.0406 -0.0353 0.1086 0.001
N 3.4662 2.3850 -0.1099 -0.0810 -0.3027 -0.0686 0.001
H 2.2349 -2.6260 3.0763 0.0756 0.0152 0.0126 0.000
Cl 1.6738 0.0760 1.4723 0.7094 1.0310 1.1473 0.091
C 4.2373 -0.8387 1.2269 0.0230 -0.0236 0.2338 0.002
C -1.1878 1.3710 0.4494 -0.4971 0.0757 -0.1134 0.267
H -4.1880 5.3231 -0.0129 -0.1180 -0.0343 0.0129 0.001
H -4.6821 -5.0469 -2.2409 -0.0804 -0.0320 -0.0472 0.000
N 2.1598 0.6905 -2.5304 0.3215 0.0398 0.2421 0.000
C -3.2964 5.5430 -0.5820 0.0761 -0.0700 0.0020 0.028
C -2.3944 -0.4628 -2.0296 -0.8499 -0.1897 -0.1248 0.004
H -2.7700 -3.9644 -3.3680 0.0034 0.0166 -0.0962 0.000
H 2.8356 0.8196 -3.2656 0.0144 -0.0997 -0.0226 0.000
H 1.3442 -7.3575 -1.7063 -0.0364 -0.0682 -0.0751 0.000
H -0.8513 -3.1529 -2.0326 0.0541 0.0219 -0.0982 0.000
H 7.5026 4.0436 1.2463 0.0169 0.0629 0.0481 0.000
C -1.2791 4.7923 -1.6473 -0.1928 -0.1403 0.0519 0.025
H 6.2146 -1.6143 0.9515 0.1544 0.0891 0.0127 0.001
C 2.6046 -4.7963 0.8625 -0.0109 0.0496 0.2521 0.000
C -6.5104 1.6146 -1.9965 -0.1011 -0.0215 0.0793 0.042
C 1.5838 -3.0959 5.0553 0.0889 0.0452 0.0612 0.000
Re -0.2384 -0.4018 0.3151 -0.2401 -1.4789 -1.5724 1.783
```
Forces are in eV/Å.

***

Molecular formula: C2H4OSe
Method: DFT, wB97M-V/def2-TZVPD

The value obtained for the molecular weight is 123.013 g/mol. As for the HOMO energy: -9.176 eV. The electronic energy comes out at -69530.825 eV. The value obtained for the HOMO-LUMO gap is 9.736 eV. The SMILES is O=CC[SeH]. For the strongest force on any atom, the calculation gives 3.73 eV/Å. The calculation puts the energy relative to the best compared isomer or geometry (same formula, charge and spin) at 63.97 kJ/mol.

Geometry as XYZ:
```
8
Properties=species:S:1:pos:R:3:forces:R:3:nbo_charge:R:1
H -0.9189 -0.8339 -1.8704 -1.0602 -0.9339 1.0239 0.238
H -2.5223 -1.6963 -1.4126 -0.2274 0.6269 0.2262 0.236
H -1.3363 -2.5686 0.9778 0.5648 0.4688 -1.7625 0.132
C -0.7738 -2.1613 0.0212 -2.8035 1.5610 -0.5921 0.419
C -1.6311 -1.1843 -1.0531 2.7043 -0.9254 1.4834 -0.642
Se -1.7786 0.3760 0.1905 -3.3505 0.3026 -1.6195 0.074
H -0.5637 0.0953 0.7326 2.6674 -0.4421 1.1468 0.068
O 0.3993 -2.1722 -0.0736 1.5051 -0.6578 0.0938 -0.525
```
Forces are in eV/Å.